The following is a quantum chemistry calculation of a structure of composition C8H11Cl at a distorted geometry, from the Open Molecules 2025 dataset.

Geometry (Å):
C: -0.073680 -1.681738 0.302216
C: -2.009245 -1.179303 -1.005050
C: 0.116605 -0.335453 0.179202
C: -1.505948 0.044749 -0.827983
C: -1.231554 -2.347628 -0.445850
C: 1.937085 1.029688 -0.409777
C: 0.204550 1.905485 1.247861
C: 0.963986 0.712655 0.692598
Cl: -1.921306 1.514108 -1.460055
H: 0.612650 -2.448527 0.602770
H: -3.025241 -1.220932 -1.271275
H: -0.715544 -2.926908 -1.288583
H: -1.693568 -3.026154 0.214054
H: 1.510132 1.072062 -1.437900
H: 2.699579 0.196413 -0.658443
H: 2.457797 1.858925 -0.117963
H: 0.510295 2.134041 2.282328
H: -0.794657 1.728382 1.285970
H: 0.363722 2.794403 0.645305
H: 1.594341 0.175733 1.470575

Cartesian forces (eV/Å) of the 2 atoms listed first:
0.37 1.59 -1.27
0.02 0.69 1.00

**Total charge**: 0
**Energy above the lowest of the compared OMol25 structures with the same formula, charge and spin**: 17.9 kcal per mole
**Gap between HOMO and LUMO**: 9.74 eV
**HOMO**: -0.3220 Eh

Mulliken atomic charge list, values in e, 8 entries: -0.96, -0.70, 0.06, 0.11, -0.18, -1.54, -1.59, 1.08

***

The following is a quantum chemistry calculation of a cluster of 4 separate species, C8H11Cl8NO in total at a distorted geometry, from the Open Molecules 2025 dataset.

Geometry (Å):
N: 20.661737 4.922902 23.491748
C: 21.045180 4.082606 22.493010
C: 21.747345 3.067667 23.029565
C: 21.750338 3.192301 24.426439
C: 21.166820 4.398933 24.640277
H: 20.049652 5.714617 23.355157
H: 20.694363 4.292517 21.493383
H: 22.132841 2.196868 22.520147
H: 22.103539 2.441078 25.117301
H: 20.991330 4.939489 25.558639
C: 19.900710 10.011390 28.849979
Cl: 21.322657 9.399276 27.914245
Cl: 20.115144 11.794932 29.025582
Cl: 18.450249 9.631429 28.012027
Cl: 19.843724 9.213638 30.429585
C: 21.799843 5.583744 28.803356
Cl: 21.617663 5.707861 30.572571
Cl: 23.313814 6.430348 28.396671
Cl: 21.971794 3.893084 28.301495
Cl: 20.521689 6.515703 28.022081
C: 21.058419 8.362382 23.346137
C: 20.048154 8.068960 24.468525
O: 18.903471 7.483032 23.894246
H: 20.648145 8.879019 22.478463
H: 21.528061 7.461163 22.951989
H: 21.821856 9.023725 23.755887
H: 19.793726 9.011323 24.953637
H: 20.537890 7.483523 25.246683
H: 18.144823 7.528927 24.480714

Cartesian forces (eV/Å) of the 2 atoms listed first:
0.65 -0.69 -0.48
-2.08 2.88 -1.05

**Total charge**: +1
**Energy above the lowest of the compared OMol25 structures with the same formula, charge and spin**: 3.0 kcal per mole
**Expectation value of S²**: 0.76
**Spin multiplicity**: 2
**Gap between HOMO and LUMO (alpha / beta)**: 10.19 / 5.62 eV
**HOMO (alpha / beta)**: -0.4860 / -0.4860 Eh

Mulliken atomic charge list, values in e, 8 entries: 0.14, -0.27, -0.46, -0.35, 0.29, 0.24, 0.43, 0.43

***

The following is a quantum chemistry calculation of a cluster of 2 separate species, C8H11ClN4O2 in total at a distorted geometry, from the Open Molecules 2025 dataset.

Geometry (Å):
C: -1.232648 -0.376355 -0.505850
C: -0.953128 0.886328 1.629712
C: -2.374583 0.328197 -0.764917
C: -2.193640 1.409408 1.315567
C: -0.561029 -0.225186 0.773528
C: -2.917425 1.133703 0.156954
C: 2.387413 -1.324217 -2.050252
C: 1.307283 -1.661442 0.054499
N: 0.862023 -1.287966 2.291006
N: 0.438970 -1.065782 1.141459
N: 0.783707 2.952904 -0.042517
N: 1.297560 -0.858122 -1.201194
O: 1.371051 1.868372 -0.081902
O: -0.264125 3.158304 0.500698
Cl: -4.458092 1.824559 -0.080881
H: -0.705664 -1.107439 -1.200109
H: -0.460943 1.085606 2.526210
H: -2.645956 0.147990 -1.817170
H: -2.706340 2.121490 1.986794
H: 2.189422 -2.118894 -2.772496
H: 2.575446 -0.350334 -2.669782
H: 3.147610 -1.617124 -1.330174
H: 2.329323 -1.523321 0.390282
H: 1.142703 -2.840408 -0.170332
H: 0.359166 -0.702183 2.934214
H: 1.281908 0.141921 -1.013353

Cartesian forces (eV/Å) of the 2 atoms listed first:
2.22 -1.32 1.71
-1.23 -2.76 -2.67

**Total charge**: 0
**Energy above the lowest of the compared OMol25 structures with the same formula, charge and spin**: 115.7 kcal per mole
**Gap between HOMO and LUMO (alpha / beta)**: 4.36 / 8.68 eV
**HOMO (alpha / beta)**: -0.2493 / -0.3274 Eh

Mulliken atomic charge list, values in e, 8 entries: 0.00, -1.35, -0.61, -0.49, 1.08, 0.35, -0.85, -0.73

***

The following is a quantum chemistry calculation of a cluster of 2 separate species, C8H11F4N2O in total at a distorted geometry, from the Open Molecules 2025 dataset.

Geometry (Å):
F: 4.211873 -1.467012 -1.107066
C: 4.528911 -0.154894 -1.772682
F: 5.737057 -0.356294 -2.605254
C: 3.176446 0.264985 -2.660187
F: 3.143757 -0.568669 -3.919571
F: 3.359226 1.719944 -3.022519
C: 1.893717 0.002310 -1.673002
C: 1.367954 1.067590 -0.566963
C: 0.124939 0.423837 0.220227
N: -0.417279 -0.904809 -0.052859
N: -0.083398 -1.830690 -0.968965
C: 1.053178 -1.349999 -1.746514
H: 4.642251 0.632379 -0.914088
H: 1.847162 2.107579 -0.354449
H: -0.370995 1.082529 1.075230
H: -1.223200 -1.215633 0.573773
H: 1.417201 -2.117427 -2.588617
C: -4.526109 0.340761 3.020579
C: -3.570512 0.564221 1.866832
O: -2.273156 0.104376 2.215551
H: -4.179048 0.868002 3.915230
H: -5.530133 0.694200 2.769406
H: -4.580562 -0.721972 3.278329
H: -3.502367 1.629395 1.626950
H: -3.903892 0.029550 0.972037
H: -2.343022 -0.844257 2.418593

Cartesian forces (eV/Å) of the 2 atoms listed first:
0.83 3.57 -2.05
0.55 -1.72 -0.38

**Total charge**: +1
**Gap between HOMO and LUMO**: 8.01 eV
**HOMO**: -0.5210 Eh

Mulliken atomic charge list, values in e, 8 entries: -0.26, 0.23, -0.21, 0.58, -0.25, -0.24, 0.22, -0.40

***

The following is a quantum chemistry calculation of the ion C8H11FNS with charge +1 at a distorted geometry, from the Open Molecules 2025 dataset.

Geometry (Å):
C: 0.910277 -0.076985 -1.640354
C: 1.236535 0.183654 -0.426581
C: -2.139002 0.534055 0.980580
C: 0.808769 1.581500 1.406800
C: -0.435853 -0.630434 -2.075626
C: -1.654915 -0.052450 -1.350245
C: -1.872137 -0.600878 0.088919
C: 1.852911 -0.605947 1.704186
N: 1.315515 0.409493 0.815777
F: -0.743361 -1.320603 0.495543
S: -1.220891 1.597884 1.676761
H: 1.631095 0.069759 -2.433019
H: 0.915012 2.465922 0.784086
H: 1.191638 1.737824 2.409591
H: -0.542389 -0.400926 -3.135015
H: -0.407490 -1.716780 -1.968801
H: -1.567763 1.036145 -1.319977
H: -2.543066 -0.292521 -1.933422
H: -2.688647 -1.330358 0.121820
H: 2.112712 -1.497486 1.138540
H: 1.101837 -0.868455 2.449751
H: 2.739213 -0.222412 2.210687

Cartesian forces (eV/Å) of the 2 atoms listed first:
0.10 -0.13 -0.45
-0.59 0.11 0.82

**Total charge**: +1
**Energy above the lowest of the compared OMol25 structures with the same formula, charge and spin**: 40.1 kcal per mole
**Gap between HOMO and LUMO**: 8.15 eV
**HOMO**: -0.4579 Eh

Mulliken atomic charge list, values in e, 8 entries: -0.68, 0.73, -0.39, -0.84, -0.57, -0.97, 0.59, -0.92

***

The following is a quantum chemistry calculation of an isolated molecule of C8H11IN4 at a distorted geometry, from the Open Molecules 2025 dataset.

Geometry (Å):
C: -2.292816 -2.166057 1.136436
C: -0.920909 -2.109357 1.007781
C: -3.065449 -1.267978 0.457107
C: -1.122773 -0.057237 -0.197143
C: -0.275230 -1.007616 0.379393
C: -2.502610 -0.264359 -0.258597
C: 2.134482 2.449529 0.034938
C: 1.217377 -0.824865 0.547416
N: 1.756394 1.194041 -0.558253
N: 1.940558 0.168317 0.123523
N: -3.202452 0.634926 -1.054530
N: 4.286271 0.863058 -1.412984
I: 4.355103 -0.140150 0.305027
H: -2.691583 -3.040976 1.652269
H: -0.447235 -2.922628 1.419910
H: -4.166413 -1.245170 0.641137
H: -0.622857 0.743252 -0.739352
H: 3.233706 2.502762 0.373418
H: 1.374910 2.732506 0.683015
H: 2.242715 3.217499 -0.793440
H: 1.799808 -1.700183 0.830974
H: -2.883057 1.565093 -1.140603
H: -4.132691 0.457483 -1.349810
H: 3.984751 0.218110 -2.087639

Cartesian forces (eV/Å) of the 2 atoms listed first:
0.90 -1.08 -0.50
-0.32 1.66 -0.60

**Total charge**: 0
**Energy above the lowest of the compared OMol25 structures with the same formula, charge and spin**: 63.5 kcal per mole
**Gap between HOMO and LUMO**: 6.81 eV
**HOMO**: -0.2843 Eh

Mulliken atomic charge list, values in e, 8 entries: -0.54, -0.70, -0.43, -0.27, 0.40, 0.44, -0.71, -0.26

***

The following is a quantum chemistry calculation of a cluster of 2 separate species, C8H11N in total at a distorted geometry, from the Open Molecules 2025 dataset.

Geometry (Å):
C: 0.697811 1.164370 2.222707
C: -1.447162 0.259145 1.122608
C: 0.700947 0.993433 -1.892979
C: 0.557682 -0.416505 -2.020711
C: 1.108743 -1.280589 -0.995453
C: 0.327995 -1.244424 0.161864
C: -0.929773 -0.505691 -0.097073
C: -0.676598 0.275152 -1.355681
H: 1.597141 0.891627 1.438420
H: 1.035014 0.982359 3.653719
H: -1.252223 0.685744 2.938118
H: -2.550092 -0.017117 1.629038
H: 1.204588 1.082858 -0.952655
H: 0.699150 1.718608 -2.591078
H: 0.257750 -1.005573 -3.090624
H: 1.997596 -1.883305 -1.248122
H: 0.552614 -1.665151 1.303479
H: -1.819538 -1.084661 -0.251849
H: -1.433961 0.427996 -2.103596
N: -0.627684 0.621722 2.129868

Cartesian forces (eV/Å) of the 2 atoms listed first:
0.52 -2.16 3.24
-1.17 -1.35 2.53

**Total charge**: 0
**Energy above the lowest of the compared OMol25 structures with the same formula, charge and spin**: 164.1 kcal per mole
**Gap between HOMO and LUMO**: 7.74 eV
**HOMO**: -0.2556 Eh

Mulliken atomic charge list, values in e, 8 entries: -0.54, -0.56, -0.70, 0.24, -0.64, -0.66, 0.87, -0.77

***

The following is a quantum chemistry calculation of an isolated molecule of C8H11N2O2PS at a distorted geometry, from the Open Molecules 2025 dataset.

Geometry (Å):
C: -2.457686 -1.802978 1.416414
N: -1.668856 -1.602782 0.428969
N: -0.478313 -2.150701 0.388068
C: 0.110736 -2.847665 1.517677
P: 0.336750 -1.531539 -1.080419
O: 1.625823 -2.602051 -1.047808
S: -0.669917 -1.406971 -2.671322
O: 1.117876 -0.199701 -0.578909
C: 0.754125 1.143156 -0.662663
C: -0.503957 1.657808 -0.634467
C: -0.731587 3.009522 -0.474514
C: 0.319770 3.876981 -0.252724
C: 1.637928 3.405129 -0.357291
C: 1.788471 2.027409 -0.514799
H: -3.523506 -1.505368 1.295983
H: -2.359925 -2.433574 2.334549
H: 1.063548 -3.251393 1.087919
H: 0.281245 -2.150837 2.416586
H: -0.515490 -3.741779 1.995208
H: 1.702665 -2.980965 -1.881338
H: -1.385912 1.040670 -0.642244
H: -1.761283 3.505589 -0.566084
H: 0.161447 5.001408 -0.363305
H: 2.419486 4.005823 -0.357138
H: 2.736562 1.534809 -0.796347

Cartesian forces (eV/Å) of the 2 atoms listed first:
-1.66 -0.46 0.30
-2.18 0.20 1.02

**SMILES string**: C=NN(C)[P@@](O)(=S)Oc1ccccc1
**Total charge**: 0
**Energy above the lowest of the compared OMol25 structures with the same formula, charge and spin**: 0.0 kcal per mole
**Gap between HOMO and LUMO**: 9.54 eV
**HOMO**: -0.3253 Eh

Mulliken atomic charge list, values in e, 8 entries: -0.37, -0.66, 0.56, -0.87, 0.52, -0.52, -0.30, -0.27

***

Record-wise electronic energy values, in Eh: -771.4941 -4122.6086 -1140.8620 -895.1237 -863.8361 -827.9382 -365.8765 -1310.9613